(1)
{
  "formula": "C20H20N2O3",
  "method": "ωB97M-V/def2-TZVPD",
  "species": ["O", "O", "O", "N", "N", "C", "C", "C", "C", "C", "C", "C", "C", "C", "C", "C", "C", "C", "C", "C", "C", "C", "C", "C", "C", "H", "H", "H", "H", "H", "H", "H", "H", "H", "H", "H", "H", "H", "H", "H", "H", "H", "H", "H", "H"],
  "coordinates": [[3.5970, -0.0775, 1.2387], [-5.4176, -0.2706, 0.3290], [-2.1294, -2.7895, -0.6305], [-0.9828, -1.1011, 0.4060], [-4.7073, 0.8826, 0.3058], [2.0647, -3.1350, -0.0821], [4.2067, 0.7933, 0.2878], [-2.4349, 2.6968, 0.8799], [-1.4465, 1.5335, -0.9816], [3.0331, -2.2413, 0.3384], [-5.1484, -2.6815, 0.1426], [3.1879, 1.6919, -0.4134], [-0.4780, 3.5813, -0.1915], [0.7247, -2.7926, -0.0819], [2.6586, -0.9708, 0.7655], [-2.0964, -1.6882, -0.1185], [1.3150, -0.6252, 0.7848], [-3.3039, -0.8490, 0.0285], [-4.5955, -1.3105, 0.1531], [-0.4793, 2.5165, -1.0780], [-3.4493, 0.5736, 0.1234], [0.3455, -1.5306, 0.3621], [-1.4600, 3.6726, 0.7816], [5.0546, 0.0375, -0.7351], [-2.4258, 1.6116, 0.0080], [5.7642, -0.6117, -0.2283], [5.6063, 0.7462, -1.3468], [-1.4538, 0.7094, -1.6805], [4.8619, 1.4090, 0.9154], [-4.3589, -3.3786, -0.1231], [1.0247, 0.3542, 1.1379], [0.2744, 2.4530, -1.8483], [4.0743, -2.5220, 0.3508], [-3.2086, 2.7592, 1.6292], [-5.9583, -2.7482, -0.5813], [-0.0242, -3.4900, -0.4166], [-1.4672, 4.5083, 1.4653], [3.7079, 2.4175, -1.0331], [2.3575, -4.1194, -0.4154], [-5.5512, -2.9333, 1.1230], [4.4224, -0.5668, -1.3825], [0.2834, 4.3434, -0.2656], [-1.1028, -0.1790, 0.8042], [2.5309, 1.0965, -1.0445], [2.5844, 2.2247, 0.3177]],
  "forces_ev_per_a": [[-0.300, -0.365, 0.188], [-0.086, -0.901, 0.002], [0.080, -0.190, -0.086], [-0.068, 0.209, 0.238], [0.503, 1.188, -0.064], [0.049, 0.141, 0.030], [0.257, 0.376, -0.485], [0.005, -0.135, -0.037], [-0.129, 0.050, 0.020], [0.156, 0.142, 0.070], [-0.140, 0.079, 0.063], [0.190, -0.215, 0.310], [0.005, 0.045, 0.017], [-0.206, -0.151, -0.076], [-0.119, -0.094, -0.013], [-0.055, 0.162, 0.158], [0.137, 0.006, 0.036], [-0.950, 0.012, -0.032], [0.978, 0.104, -0.108], [0.069, -0.012, -0.050], [-0.631, -0.676, 0.045], [0.345, -0.231, -0.125], [0.041, 0.102, 0.020], [-0.175, 0.089, 0.366], [0.111, 0.411, -0.017], [0.086, -0.074, 0.008], [0.053, 0.069, -0.090], [0.009, -0.065, -0.045], [-0.098, -0.079, -0.137], [-0.034, 0.012, -0.004], [0.002, 0.134, 0.042], [0.066, -0.011, -0.069], [0.117, 0.010, 0.019], [-0.066, 0.005, 0.091], [-0.044, -0.044, -0.050], [-0.020, -0.014, 0.011], [0.000, 0.065, 0.057], [0.049, 0.080, -0.094], [0.019, -0.083, -0.021], [-0.037, -0.031, 0.044], [-0.015, -0.043, -0.093], [0.064, 0.067, -0.002], [-0.059, -0.212, -0.089], [-0.068, -0.005, -0.091], [-0.090, 0.074, 0.042]],
  "multiplicity": 1,
  "orbital_gap_ev": 9.14,
  "relative_energy_kcal_mol": 60.9,
  "max_force_ev_per_a": 1.29
}

***

(2)
{
  "formula": "ClH2NO2P",
  "method": "ωB97M-V/def2-TZVPD",
  "species": ["Cl", "P", "O", "O", "N", "H", "H"],
  "coordinates": [[-1.3383, -1.7671, 0.4656], [-0.6868, 0.1238, -0.1122], [-1.1401, 0.9660, 1.3423], [-1.0619, 0.4679, -1.4971], [1.0479, -0.0456, -0.1042], [1.6815, 0.2941, -0.8874], [1.4977, -0.0392, 0.7930]],
  "forces_ev_per_a": [[0.009, -0.425, -0.373], [0.359, 3.818, 5.845], [1.848, -3.039, -5.929], [-0.376, -0.181, 0.086], [0.023, 0.277, -1.266], [-1.799, -0.595, 1.471], [-0.065, 0.145, 0.167]],
  "multiplicity": 1,
  "orbital_gap_ev": 8.40,
  "charge": -1,
  "relative_energy_kcal_mol": 28.3,
  "max_force_ev_per_a": 6.99
}

***

(3)
{
  "formula": "C4H5Cl2NS",
  "method": "ωB97M-V/def2-TZVPD",
  "species": ["Cl", "Cl", "S", "N", "C", "C", "C", "C", "H", "H", "H", "H", "H"],
  "coordinates": [[-1.1798, 0.5964, 1.3784], [1.3889, -0.7520, 1.3249], [-0.9216, -1.9895, -1.3011], [0.3081, 0.4313, -1.6421], [0.8087, 1.2486, -0.5396], [0.2489, 2.6518, -0.4465], [-0.1982, -0.5893, -0.9271], [0.1977, 0.1256, 0.3729], [-0.8312, 2.6209, -0.5552], [0.4318, 0.5259, -2.6169], [0.5151, 3.1149, 0.4965], [0.6731, 3.2860, -1.2645], [1.9031, 1.2902, -0.4620]],
  "forces_ev_per_a": [[0.184, -0.055, -0.163], [0.001, -0.007, -0.015], [0.147, 0.258, 0.115], [0.108, 0.047, 0.708], [0.089, 0.296, 0.398], [0.211, 0.189, -0.896], [-0.196, -0.253, -0.249], [0.024, 0.185, 0.368], [-0.100, 0.152, 0.053], [0.039, -0.015, -1.021], [0.009, 0.019, 0.190], [-0.307, -0.513, 0.581], [-0.210, -0.304, -0.070]],
  "multiplicity": 1,
  "orbital_gap_ev": 9.12,
  "relative_energy_kcal_mol": 0.0,
  "max_force_ev_per_a": 1.02
}

***

| no. | E (eV) | M (g mol⁻¹) | HOMO (eV) |
| --- | --- | --- | --- |
| 1 | -30186.8885 | 336.391 | -8.524 |
| 2 | -27432.6579 | 114.448 | -4.431 |
| 3 | -41598.7736 | 170.064 | -8.796 |